[1]
C6H18N7 | ωB97M-V with the def2-TZVPD basis set

LUMO level	-2.459	eV
highest occupied orbital energy	-11.35	eV
charge	+1

Geometry (Å):
C -0.417223 -0.108708 -1.205339
C -1.390470 0.766682 -0.846090
C 0.053986 -1.263120 -0.399600
C 0.763798 -0.756592 0.999164
C 1.922870 0.947391 -0.312120
C -3.359212 1.234582 0.426363
N 1.252931 -1.884334 -1.023442
N -0.931492 -2.227505 -0.072758
N 1.786637 -1.473804 1.375723
N 0.159569 0.168747 1.776822
N 1.687312 2.178799 0.109691
N 3.165405 0.845687 -0.904783
N -2.237440 0.457843 0.218462
H 0.127640 0.069164 -2.121486
H -1.504838 1.691911 -1.410948
H -3.043663 2.255192 0.349091
H -4.205889 1.030400 -0.394482
H -3.963868 0.936849 1.392189
H 0.945784 -2.036517 -1.911319
H 1.925617 -1.068697 -1.186449
H -0.533013 -3.173420 0.055737
H -1.524138 -2.437812 -0.890622
H 2.297923 -1.439801 2.331306
H 2.133592 -2.009188 0.577303
H -0.809250 0.334474 1.369448
H 0.170979 -0.035864 2.731469
H 2.456578 2.946826 0.037966
H 0.748161 2.233592 0.612175
H 3.530915 0.022558 -1.256824
H 3.877540 1.576822 -0.855313
H -2.330057 -0.573476 0.203900

Atomic forces in eV per Å
-1.1 1.5 -0.2
0.8 -1.4 -0.7
3.0 0.5 1.5
-1.0 0.5 -0.7
2.6 0.5 -0.9
-5.3 -0.7 -0.1
1.2 2.2 1.5
-1.0 -1.8 -0.7
1.1 -0.4 2.2
-1.5 -0.7 -2.6
-0.3 0.5 0.6
-1.3 2.0 1.3
2.3 -2.3 -0.4
0.1 0.2 0.1
-0.4 -0.2 0.2
-0.4 0.7 0.4
1.7 0.7 1.3
1.7 1.0 -1.5
-0.8 -1.4 -3.4
-1.3 -1.3 0.4
0.2 0.9 0.6
0.1 0.7 0.3
-1.4 0.2 -2.5
0.3 -0.5 0.6
0.9 0.2 1.0
0.1 0.0 1.8
-2.4 -1.4 0.5
2.2 0.8 -0.8
0.5 -1.8 -0.6
-0.4 0.0 -0.1
-0.5 0.9 0.5

Charges obtained by Mulliken population analysis, quoted in units of e: number 1, C, carries -0.595; number 2, C, carries -0.507; number 3, C, carries 1.112; number 4, C, carries -0.242; number 5, C, carries 0.084; number 6, C, carries -0.919; number 7, N, carries -0.864; number 8, N, carries -0.618; number 9, N, carries -0.216; number 10, N, carries -0.367; number 11, N, carries -0.330; number 12, N, carries -0.388; number 13, N, carries -0.201; number 14, H, carries 0.378; number 15, H, carries 0.422; number 16, H, carries 0.344; number 17, H, carries 0.273; number 18, H, carries 0.276; number 19, H, carries 0.348; number 20, H, carries 0.028; number 21, H, carries 0.362; number 22, H, carries 0.305; number 23, H, carries 0.295; number 24, H, carries 0.341; number 25, H, carries 0.418; number 26, H, carries 0.266; number 27, H, carries 0.231; number 28, H, carries 0.275; number 29, H, carries 0.087; number 30, H, carries 0.177; number 31, H, carries 0.227

[2]
C6H18NO4 | ωB97M-V with the def2-TZVPD basis set

LUMO level (spin up / spin down)	0.005 / -0.034	eV
<S²>	0.75
highest occupied orbital energy (spin up / spin down)	-4.22 / -7.74	eV
spin multiplicity	2
charge	0

Geometry (Å):
O 2.625196 0.591974 -1.223775
C 2.265465 0.452186 0.004301
C 1.016490 1.165161 0.415208
C 0.352725 0.512467 1.640546
C 0.185516 -0.993492 1.618130
C 0.175014 -1.841042 0.600749
C -0.269316 -3.270066 0.816049
N 0.071767 1.025301 -0.793810
H 2.725803 -0.245500 0.706260
H 1.323440 2.208274 0.498351
H 0.876134 0.776796 2.553029
H -0.626137 0.999068 1.716349
H -0.006874 -1.391774 2.612009
H 0.320062 -1.624251 -0.442236
H 0.087819 -3.650675 1.771452
H -1.357459 -3.340373 0.720368
H 0.066280 -3.973975 0.049321
H -0.591724 0.255564 -0.783727
H -0.471392 1.864668 -0.965989
H 0.739314 0.976121 -1.587210
H 0.832224 -1.514006 -3.038223
H 1.864578 -0.415917 -3.283228
O 1.057223 -0.769951 -3.599723
H -0.882065 4.977765 0.622535
H -2.287554 4.313015 0.361117
O -1.336145 4.178951 0.357766
H -3.002284 -0.762101 0.284976
H -3.190609 -0.085503 -1.139785
O -2.563497 -0.418673 -0.490798

Atomic forces in eV per Å
0.0 0.1 -0.7
-0.2 -0.2 0.2
1.0 -1.9 0.4
-0.1 0.6 -0.6
0.0 0.7 -0.1
-0.7 -1.0 0.3
0.1 -0.3 -0.4
0.1 1.3 -0.5
0.0 0.0 -0.1
-1.0 0.4 0.1
0.3 0.2 0.0
-0.2 -0.2 0.3
-0.1 -0.2 -0.1
0.3 0.6 -0.1
-0.3 0.0 0.1
0.0 0.1 0.4
0.4 0.3 0.0
0.1 -0.3 0.3
-0.2 0.3 0.3
0.4 -0.6 0.0
0.3 0.0 0.1
1.5 0.5 1.0
-1.7 -0.4 -0.8
-0.2 0.3 0.1
0.1 0.4 0.1
0.1 -0.8 -0.3
-0.4 0.0 0.0
-0.3 -0.2 0.4
0.8 0.3 -0.5

Charges obtained by Mulliken population analysis, quoted in units of e: number 1, O, carries -0.777; number 2, C, carries -0.616; number 3, C, carries 0.117; number 4, C, carries -1.054; number 5, C, carries -0.357; number 6, C, carries 0.395; number 7, C, carries -1.376; number 8, N, carries -0.172; number 9, H, carries 0.395; number 10, H, carries 0.404; number 11, H, carries 0.463; number 12, H, carries 0.332; number 13, H, carries 0.351; number 14, H, carries 0.175; number 15, H, carries 0.331; number 16, H, carries 0.267; number 17, H, carries 0.365; number 18, H, carries 0.125; number 19, H, carries 0.332; number 20, H, carries 0.349; number 21, H, carries 0.302; number 22, H, carries 0.330; number 23, O, carries -0.651; number 24, H, carries 0.302; number 25, H, carries 0.300; number 26, O, carries -0.599; number 27, H, carries 0.295; number 28, H, carries 0.255; number 29, O, carries -0.580

Energy relative to the best compared isomer or geometry (same formula, charge and spin) per entry: 21.66, 0.00 kcal per mole